1.
Here is one molecule with the formula C5H10O2 from the OMol25 dataset. Energies are from ωB97M-V with the def2-TZVPD basis set.

Last column: Löwdin charge in e.
Cartesian coordinates (Å):
C 0.50144 -2.29446 -0.56428  -0.05
C 0.36426 -0.79975 -0.83248  -0.47
O -0.76363 -0.54846 -1.65487  -0.04
C 0.32782 0.07599 0.42904  -0.16
C 0.13263 1.52383 0.04933  -0.11
C -0.54373 2.44293 0.73695  -0.21
O -1.12538 2.30632 1.96334  0.00
H 1.41788 -2.53431 -0.01373  0.08
H -0.35354 -2.67047 0.01207  0.08
H 0.52101 -2.82476 -1.52210  0.08
H 1.22284 -0.47495 -1.43372  0.14
H -1.55467 -0.66965 -1.11145  0.10
H -0.49420 -0.27153 1.07740  0.12
H 1.25429 -0.08704 1.00129  0.12
H 0.54796 1.83672 -0.90586  0.11
H -0.71063 3.44619 0.35434  0.11
H -0.74436 1.54339 2.41474  0.09

Summary:
frontier orbital gap	9.60	eV
E_HOMO	-8.8	eV
SMILES string	C[C@@H](O)C/C=C\O
energy	-346.96263	a.u.

2.
Here is one molecule with the formula C5H10O2 from the OMol25 dataset. Energies are from ωB97M-V with the def2-TZVPD basis set.

Last column: Löwdin charge in e.
Cartesian coordinates (Å):
C -2.05795 -0.51462 0.62207  -0.04
C -1.09957 0.23491 -0.28866  -0.40
O -0.96268 1.54510 0.23672  -0.03
C 0.23350 -0.50328 -0.37296  -0.29
C 1.48730 0.28506 -0.78814  -0.08
C 2.02922 -0.15834 0.57634  -0.16
O 0.79147 -0.79491 0.91784  -0.08
H -3.01102 0.01651 0.69071  0.08
H -2.23924 -1.52830 0.24917  0.09
H -1.61758 -0.58573 1.62071  0.09
H -1.50480 0.28174 -1.31485  0.15
H -0.62501 2.11016 -0.46756  0.09
H 0.08011 -1.42936 -0.94836  0.15
H 2.01832 -0.08635 -1.66662  0.11
H 1.33853 1.36397 -0.87780  0.10
H 2.28287 0.64146 1.28086  0.12
H 2.85653 -0.87801 0.53053  0.11

Summary:
frontier orbital gap	10.40	eV
E_HOMO	-9.5	eV
SMILES string	C[C@@H](O)[C@H]1CCO1
energy	-346.94817	a.u.

3.
Here is one molecule with the formula C5H10O2 from the OMol25 dataset. Energies are from ωB97M-V with the def2-TZVPD basis set.

Last column: Löwdin charge in e.
Cartesian coordinates (Å):
C -0.85649 -0.70055 -1.66436  -0.07
C -1.62437 -0.29942 -0.41013  -0.24
O -0.82410 -0.30499 0.76479  -0.11
C 0.29080 0.54397 0.65007  -0.39
C 1.05081 0.57037 1.96517  -0.02
C 1.30919 0.00720 -0.34557  -0.28
O 1.96418 0.69394 -1.09252  0.06
H -1.47022 -0.57969 -2.55278  0.08
H 0.00279 -0.05487 -1.85813  0.06
H -0.50918 -1.73691 -1.60070  0.09
H -2.06960 0.69763 -0.55085  0.12
H -2.43564 -1.00668 -0.21321  0.12
H -0.01481 1.55604 0.34093  0.16
H 1.98028 1.13092 1.82015  0.09
H 0.46726 1.03356 2.76143  0.09
H 1.29987 -0.45439 2.26137  0.09
H 1.43922 -1.09612 -0.27566  0.15

Summary:
frontier orbital gap	10.62	eV
E_HOMO	-9.6	eV
SMILES string	CCO[C@@H](C)C=O
energy	-346.95368	a.u.

4.
Here is one molecule with the formula C5H10O2 from the OMol25 dataset. Energies are from ωB97M-V with the def2-TZVPD basis set.

Last column: Löwdin charge in e.
Cartesian coordinates (Å):
C 1.99745 -0.92593 0.36046  -0.04
C 0.61633 -0.98391 -0.28574  -0.39
O -0.26880 -1.79319 0.47182  -0.03
C 0.08373 0.42632 -0.50585  -0.29
C -1.42428 0.61428 -0.74773  -0.08
C -1.37377 1.47401 0.52241  -0.17
O 0.01278 1.16680 0.73153  -0.09
H 2.32297 -1.93271 0.63547  0.08
H 2.73057 -0.49836 -0.33376  0.08
H 1.96900 -0.30557 1.26192  0.08
H 0.69081 -1.46781 -1.26906  0.15
H -0.85383 -1.22286 0.97978  0.08
H 0.72751 0.93985 -1.23428  0.15
H -1.70331 1.12986 -1.66789  0.11
H -2.00149 -0.30914 -0.65642  0.11
H -1.98719 1.14083 1.36891  0.12
H -1.53848 2.54753 0.36842  0.12

Summary:
frontier orbital gap	10.82	eV
E_HOMO	-9.9	eV
SMILES string	C[C@@H](O)[C@H]1CCO1
energy	-346.94869	a.u.

5.
Here is C5H10O2 as an isolated structure from the OMol25 dataset. Energies are from ωB97M-V with the def2-TZVPD basis set.

Last column: Löwdin charge in e.
Cartesian coordinates (Å):
C 0.07901 -1.93687 -0.79761  -0.13
O 0.86683 -0.78322 -0.68285  -0.28
C -0.72275 1.38703 -0.66400  -0.05
C -1.62171 0.96586 0.46963  -0.16
O -0.92427 1.93264 1.32262  -0.09
C -0.16055 2.23003 0.19796  -0.15
C 1.59296 -0.61166 0.50602  -0.12
H -0.76156 -1.99805 -0.08462  0.08
H -0.35736 -1.91390 -1.80114  0.09
H 0.68920 -2.84641 -0.70746  0.09
H -0.55701 1.05329 -1.67504  0.10
H -1.51370 -0.04527 0.88532  0.11
H -2.68098 1.22439 0.35666  0.12
H 0.62962 2.97488 0.22915  0.12
H 2.43067 0.05026 0.26452  0.09
H 1.02271 -0.11499 1.30908  0.08
H 1.98890 -1.56801 0.87178  0.09

Summary:
frontier orbital gap	9.54	eV
E_HOMO	-8.6	eV
energy	-346.87230	a.u.

6.
Here is C5H10O2 as an isolated structure from the OMol25 dataset. Energies are from ωB97M-V with the def2-TZVPD basis set.

Last column: Löwdin charge in e.
Cartesian coordinates (Å):
C -1.81215 -0.37877 -0.08724  -0.14
C -0.79061 0.37642 0.73853  -0.21
C 0.87914 -1.07858 0.63856  -0.30
O 0.69357 -1.64670 -0.46359  -0.09
C 1.58156 0.27570 0.56945  -0.14
C 0.37430 1.06641 0.18476  -0.15
O 0.43589 0.71923 -1.60978  0.03
H -2.33383 0.24234 -0.83993  0.07
H -2.59730 -0.75476 0.57766  0.07
H -1.37913 -1.24410 -0.60585  0.06
H -1.32369 1.05785 1.41467  0.09
H 0.85546 -1.65869 1.57072  0.13
H 0.56990 -0.28055 -1.45608  0.09
H 1.87966 0.61925 1.56695  0.13
H 2.45379 0.29928 -0.09940  0.12
H 0.45058 2.16079 0.23233  0.13
H -0.49039 0.80494 -1.89045  0.11

Summary:
frontier orbital gap	7.64	eV
E_HOMO	-7.1	eV
energy	-346.83181	a.u.

7.
Here is one molecule with the formula C5H10O2 from the OMol25 dataset. Energies are from ωB97M-V with the def2-TZVPD basis set.

Last column: Löwdin charge in e.
Cartesian coordinates (Å):
C -2.37056 -0.81307 -0.34163  -0.13
C -1.64885 0.52308 -0.48178  -0.35
C -0.51079 0.82060 0.43276  -0.08
O 0.66172 -0.34947 -0.00590  -0.10
C 1.76662 0.56041 -0.03864  -0.19
C 2.99701 -0.17947 0.33350  -0.21
O 2.94878 -1.28705 0.82205  0.06
H -3.24839 -0.87317 -0.99341  0.06
H -1.70241 -1.64447 -0.59883  0.06
H -2.70030 -0.95297 0.69476  0.07
H -1.35573 0.69338 -1.52945  0.10
H -2.32485 1.35468 -0.23213  0.11
H -0.70084 0.41153 1.43858  0.05
H 0.84491 -1.07583 0.63092  0.15
H 1.64219 1.39986 0.66964  0.12
H 1.76670 1.02129 -1.02745  0.14
H 3.93481 0.39068 0.22702  0.13

Summary:
frontier orbital gap	7.83	eV
E_HOMO	-7.1	eV
energy	-346.81851	a.u.

8.
Here is one molecule with the formula C5H10O2 at a distorted geometry from the OMol25 dataset. Energies are from ωB97M-V with the def2-TZVPD basis set.

Last column: Löwdin charge in e.
Cartesian coordinates (Å):
C 2.60387 -0.28412 0.39366  -0.11
O 1.44232 0.28153 -0.15720  -0.19
C 0.30701 -0.50827 0.11964  -0.27
C -0.86988 0.14956 -0.48905  -0.34
C -2.20980 -0.51523 -0.27859  -0.07
C -0.86092 1.65238 0.24429  -0.10
O -1.30136 2.08848 -0.80350  -0.02
H 2.52431 -0.37605 1.48805  0.09
H 3.43815 0.37581 0.14864  0.09
H 2.79739 -1.28337 -0.02597  0.09
H 0.13187 -0.57957 1.20121  0.13
H 0.40932 -1.50403 -0.31760  0.13
H -0.66490 0.18954 -1.59845  0.16
H -3.02957 0.08042 -0.69943  0.09
H -2.22350 -1.49579 -0.76907  0.09
H -2.38042 -0.63534 0.79240  0.08
H -0.11389 2.36404 0.75097  0.14

Summary:
frontier orbital gap	9.06	eV
E_HOMO	-8.4	eV
SMILES string	COC[C@@H](C)C=O
energy	-346.85292	a.u.

The highest frontier orbital gap belongs to which entry?
number 4